{"formula": "CH4N2", "method": "ωB97M-V/def2-TZVPD", "gap_ev": 10.28, "relative_energy_kcal_mol": 37.47, "total_energy_ha": -149.98345, "charge": 0, "e_lumo_ev": 1.004, "smiles": "[H]/N=C\\N", "symbols": ["H", "N", "C", "N", "H", "H", "H"], "xyz": [[-1.369, -1.104, -0.085], [-1.501, -0.104, -0.061], [-0.385, 0.495, 0.069], [0.860, -0.149, -0.051], [-0.254, 1.623, 0.082], [1.710, 0.424, -0.305], [0.937, -1.184, 0.351]]}